(i)
# C18H29N2O

An isolated ion of composition C18H29N2O and charge +1 (the ωB97M-V functional and the def2-TZVPD basis, OMol25).

CARTESIAN COORDINATES (ANGSTROEM)
C: -5.78639 -0.85565 1.26274
C: -4.54132 -0.49110 0.52194
C: -4.29070 0.83210 0.17563
C: -3.15210 1.19544 -0.52295
C: -2.92350 2.62043 -0.92736
C: -2.23301 0.19863 -0.86963
N: -1.05969 0.58646 -1.58620
C: 0.18587 0.61269 -1.14253
O: 1.14879 0.96830 -1.81283
C: 0.47036 0.20523 0.32920
C: -0.00037 1.33656 1.23576
N: 1.94453 -0.03091 0.31733
C: 2.26241 -1.43137 -0.06564
C: 3.56303 -1.53531 -0.85587
C: 4.79009 -0.90145 -0.19980
C: 4.72892 0.62773 -0.18555
C: 3.98410 1.21995 1.01660
C: 2.76693 0.41297 1.46526
C: -2.47822 -1.14122 -0.57546
C: -1.56950 -2.24732 -1.02762
C: -3.63149 -1.46085 0.13019
H: -6.62981 -0.88233 0.57314
H: -5.69604 -1.83460 1.72502
H: -6.01019 -0.11808 2.02974
H: -5.00391 1.59461 0.44985
H: -1.88462 2.92077 -0.80250
H: -3.18420 2.75201 -1.97800
H: -3.55217 3.28675 -0.34400
H: -1.19996 0.95028 -2.52327
H: -0.05210 -0.71238 0.60161
H: 0.52065 2.26625 1.01722
H: -1.06315 1.49119 1.06520
H: 0.11612 1.08642 2.28724
H: 2.20536 0.54941 -0.53841
H: 1.45694 -1.81231 -0.69620
H: 2.30092 -2.03748 0.84242
H: 3.41544 -1.07544 -1.83578
H: 3.75316 -2.59674 -1.02073
H: 5.65800 -1.20387 -0.78603
H: 4.93713 -1.29015 0.80838
H: 4.27588 0.97085 -1.11895
H: 5.74276 1.02698 -0.17236
H: 4.65819 1.27931 1.87176
H: 3.68217 2.23990 0.77264
H: 2.17302 1.02715 2.13781
H: 3.08282 -0.46973 2.02265
H: -2.15531 -3.00137 -1.54940
H: -1.10052 -2.74130 -0.17604
H: -0.79976 -1.88991 -1.70778
H: -3.82552 -2.49748 0.36155

Kohn-Sham gap = 9.795 eV
2S+1 = 1
molecular weight = 289.443 g mol⁻¹
charge = +1
SMILES = Cc1cc(C)c(NC(=O)[C@H](C)[NH+]2CCCCCC2)c(C)c1
highest occupied orbital energy = -11.898 eV

=====

(ii)
# C18H29N2O

A 2-piece molecular cluster, C18H29N2O overall (the ωB97M-V functional and the def2-TZVPD basis, OMol25).

CARTESIAN COORDINATES (ANGSTROEM)
C: -3.61684 -0.90193 2.07779
C: -3.45899 0.39530 1.25981
C: -2.39861 1.32785 1.87168
N: -1.11655 0.61868 2.10787
C: 0.07894 1.28667 1.96544
C: 1.34166 0.66907 1.91199
C: 1.46732 -0.70225 1.59066
C: 2.69190 -1.31981 1.58248
C: 3.83588 -0.58917 1.86560
C: 3.75108 0.76812 2.14022
C: 2.53134 1.39838 2.15737
C: -1.27190 -0.61485 2.92732
C: -2.25380 -1.58828 2.26748
H: -4.04692 -0.66803 3.06192
H: -4.33673 -1.58389 1.60237
H: -3.16402 0.14562 0.23181
H: -4.42615 0.91303 1.17830
H: -2.21059 2.18442 1.21176
H: -2.73971 1.74625 2.82605
H: 0.03755 2.36258 1.93855
H: 0.58978 -1.25502 1.30795
H: 2.76257 -2.37022 1.35439
H: 4.79608 -1.07639 1.87383
H: 4.64759 1.32528 2.34705
H: 2.46522 2.44351 2.39989
H: -0.30124 -1.08362 3.12066
H: -1.63627 -0.30915 3.91380
H: -2.35149 -2.51390 2.85398
H: -1.85898 -1.88466 1.28731
C: -2.76454 -1.34923 -3.43540
O: -2.05990 -0.52723 -2.52672
C: -1.40330 0.54220 -3.19585
C: -0.67330 1.51098 -2.26363
C: -0.12336 2.74529 -3.02265
C: 1.30397 2.95589 -2.49653
C: 1.72594 1.58690 -1.94549
N: 0.48842 0.85944 -1.59458
H: -3.21628 -2.18582 -2.90303
H: -3.55517 -0.77453 -3.91898
H: -2.08371 -1.73669 -4.19491
H: -0.69359 0.10608 -3.90620
H: -2.16174 1.08491 -3.76903
H: -1.37606 1.85144 -1.48958
H: -0.11998 2.54610 -4.10091
H: -0.75328 3.63067 -2.87576
H: 1.98624 3.31193 -3.27762
H: 1.31037 3.72035 -1.71001
H: 2.26202 0.99935 -2.69713
H: 2.39833 1.68446 -1.08591
H: 0.34997 0.81408 -0.58256

Kohn-Sham gap = 6.353 eV
2S+1 = 1
molecular weight = 289.443 g mol⁻¹
charge = +1
highest occupied orbital energy = -11.308 eV

=====

It turns out (i) is the most stable, with the second structure 0.0980 hartree higher.

=====

(i)
# C6H10N2O3S

A 2-piece molecular cluster, C6H10N2O3S overall (the ωB97M-V functional and the def2-TZVPD basis, OMol25).

CARTESIAN COORDINATES (ANGSTROEM)
C: -2.62796 1.58838 0.71889
N: -1.40995 1.42691 0.39196
O: -0.52208 1.03534 1.13027
O: -1.05608 1.83996 -0.96761
H: -3.24913 1.97477 -0.11216
H: -2.92385 1.42951 1.75988
H: -0.62336 1.04250 -1.47968
C: 2.57839 0.82729 0.12759
C: 2.46352 -0.65050 -0.20520
N: 1.18514 -1.32902 0.08488
C: 0.03730 -1.16996 -0.64240
O: 0.03551 -0.46462 -1.60804
C: -1.13029 -1.85315 -0.07626
C: -2.37715 -1.59140 -0.23023
S: -3.80525 -1.12805 -0.43505
H: 3.60336 1.07285 0.41788
H: 2.09653 1.56854 -0.61671
H: 1.91440 0.94918 1.03353
H: 2.58057 -0.85405 -1.32333
H: 3.10074 -1.27519 0.35490
H: 1.07638 -1.73473 1.00554
H: -0.94674 -2.70457 0.67135

Kohn-Sham gap = 8.098 eV
2S+1 = 1
molecular weight = 190.224 g mol⁻¹
SMILES = C=[N+]([O-])O.CCNC(=O)C=C=S
highest occupied orbital energy = -8.659 eV

=====

(ii)
# C6H10N2O3S

C6H10N2O3S as an isolated structure (the ωB97M-V functional and the def2-TZVPD basis, OMol25).

CARTESIAN COORDINATES (ANGSTROEM)
C: 0.43763 -2.08949 0.01281
C: 0.12419 -1.78399 1.30442
C: 0.22911 -1.08039 -1.10011
C: -0.48636 -0.54454 1.78270
C: -0.96562 0.20346 0.46768
C: -2.09598 2.13213 -0.34315
N: -0.65270 -0.10157 -0.68483
N: 1.50828 -0.33099 -1.41761
O: 1.78441 2.20695 -0.36270
O: 3.38474 0.61655 0.44888
O: -1.76974 1.24792 0.71951
S: 1.98388 0.96048 0.34454
H: 0.56273 -3.13220 -0.19013
H: 0.46850 -2.42350 2.09646
H: -0.33703 -1.58352 -1.87456
H: -1.38811 -0.85608 2.28362
H: 0.14189 0.13795 2.32682
H: -2.24771 1.56351 -1.29354
H: -1.36708 2.99713 -0.62572
H: -2.96007 2.64871 -0.02812
H: 1.41019 0.25314 -2.26084
H: 2.23486 -1.04166 -1.60614

Kohn-Sham gap = 10.002 eV
2S+1 = 1
molecular weight = 190.224 g mol⁻¹
highest occupied orbital energy = -9.378 eV

=====

It turns out (ii) is the most stable, with the second structure 0.1022 hartree higher.

=====

(i)
# C3H9N2O

An isolated ion of composition C3H9N2O and charge -1 (the ωB97M-V functional and the def2-TZVPD basis, OMol25).

CARTESIAN COORDINATES (ANGSTROEM)
C: 0.82114 0.11832 1.47222
N: 0.14481 -0.57693 0.45556
C: 0.78868 -1.17665 -0.62827
N: -1.19883 -0.03847 0.10651
C: -1.16140 1.21569 -0.71649
O: -1.82701 -0.96172 -0.68783
H: 0.21477 0.32165 2.45950
H: 1.61512 -0.59058 1.80273
H: 1.20995 1.05221 1.03523
H: -0.06460 -1.33689 -1.27158
H: 1.67599 -0.60578 -1.03444
H: 1.08112 -2.16868 -0.33019
H: -0.31319 1.89457 -0.26702
H: -0.77664 1.14043 -1.71842
H: -2.20990 1.71283 -0.67749

Kohn-Sham gap = 5.862 eV
2S+1 = 1
molecular weight = 89.118 g mol⁻¹
charge = -1
SMILES = CN(C)N(C)[O-]
highest occupied orbital energy = -1.485 eV

=====

(ii)
# C3H9N2O

C3H9N2O as an isolated structure (the ωB97M-V functional and the def2-TZVPD basis, OMol25).

CARTESIAN COORDINATES (ANGSTROEM)
C: -0.81138 -2.23256 -0.55190
O: 0.32541 -1.49347 -0.84333
H: -1.67505 -1.96724 -1.20814
H: -0.63154 -3.31326 -0.67059
H: -1.16262 -1.99592 0.46333
C: 0.27906 1.94305 -0.75427
N: -0.05617 0.80379 0.07433
C: 0.29358 0.89418 1.36841
N: 0.75862 -0.07335 2.11288
H: 0.16492 1.65318 -1.80437
H: -0.36054 2.81935 -0.54497
H: 1.31631 2.26405 -0.58331
H: 0.20070 -0.46180 -0.35779
H: 0.17160 1.89675 1.82863
H: 1.18710 -0.73675 1.47109

Kohn-Sham gap = 7.632 eV
2S+1 = 1
molecular weight = 89.118 g mol⁻¹
charge = -1
highest occupied orbital energy = -3.259 eV

=====

It turns out (ii) is the most stable, with the second structure 0.1241 hartree higher.

=====

(i)
# CH3N2O2S

An isolated ion of composition CH3N2O2S and charge -1 (the ωB97M-V functional and the def2-TZVPD basis, OMol25).

CARTESIAN COORDINATES (ANGSTROEM)
N: 1.12462 -1.37373 1.19244
N: 1.08040 -0.14160 0.45893
C: 0.26957 0.64332 -0.12870
S: -1.41133 -0.07383 -0.75530
O: -2.50454 0.33182 0.21141
O: -1.39896 0.77387 -2.00584
H: 0.14315 -1.74237 1.22225
H: 2.16591 0.10361 0.60668
H: 0.53119 1.47890 -0.80187

Kohn-Sham gap = 7.741 eV
2S+1 = 1
molecular weight = 107.114 g mol⁻¹
charge = -1
SMILES = [NH-]NC=S(=O)=O
highest occupied orbital energy = -3.649 eV

=====

(ii)
# CH3N2O2S

An isolated ion of composition CH3N2O2S and charge -1 (the ωB97M-V functional and the def2-TZVPD basis, OMol25).

CARTESIAN COORDINATES (ANGSTROEM)
N: 1.27687 1.23793 0.13961
N: 1.19034 -0.01967 -0.01171
C: 0.19866 -0.78134 -0.32574
S: -1.59758 -0.15843 -0.37566
O: -2.29077 -1.13124 0.46341
O: -1.46857 1.24713 0.18773
H: 0.34731 1.70184 0.12907
H: 2.21070 -0.30943 0.18752
H: 0.13304 -1.78679 -0.39422

Kohn-Sham gap = 7.074 eV
2S+1 = 1
molecular weight = 107.114 g mol⁻¹
charge = -1
SMILES = [NH-]NC=S(=O)=O
highest occupied orbital energy = -2.964 eV

=====

It turns out (ii) is the most stable, with the second structure 0.0025 hartree higher.